{"formula": "C21H33Br48P2", "method": "wB97M-V/def2-TZVPD", "gap_ev": 3.569, "total_charge": -1, "e_homo_ev": -2.9, "species": ["C", "C", "C", "P", "P", "C", "C", "H", "H", "H", "H", "H", "H", "H", "H", "H", "H", "H", "H", "H", "H", "H", "H", "H", "C", "Br", "Br", "Br", "H", "C", "Br", "Br", "Br", "H", "C", "Br", "Br", "Br", "H", "C", "Br", "Br", "Br", "H", "C", "Br", "Br", "Br", "H", "C", "Br", "Br", "Br", "H", "C", "Br", "Br", "Br", "H", "C", "Br", "Br", "Br", "H", "C", "Br", "Br", "Br", "H", "C", "Br", "Br", "Br", "H", "C", "Br", "Br", "Br", "H", "C", "Br", "Br", "Br", "H", "C", "Br", "Br", "Br", "H", "C", "Br", "Br", "Br", "H", "C", "Br", "Br", "Br", "H", "C", "Br", "Br", "Br", "H"], "coordinates": [[-2.8403, 1.9252, 0.3886], [-2.3737, 2.5300, -0.9545], [-3.3153, 3.6269, -1.4829], [-4.5613, 3.0540, -2.8416], [-6.3129, 2.6241, -1.4002], [-6.4528, 3.9744, -0.1335], [-6.0444, 1.0505, -0.4473], [-3.1621, 0.8869, 0.2762], [-3.7097, 2.4686, 0.7678], [-2.0681, 1.9918, 1.1585], [-2.2560, 1.7547, -1.7147], [-1.3975, 2.9897, -0.7756], [-2.6917, 4.3837, -1.9817], [-3.7979, 4.1338, -0.6388], [-4.1484, 1.6311, -2.7012], [-5.4737, 2.6545, -3.9098], [-5.0404, 4.4535, -2.9292], [-3.5120, 3.3060, -3.8562], [-6.3026, 4.9235, -0.6525], [-5.7313, 3.9187, 0.6901], [-7.4581, 3.9951, 0.2935], [-5.5367, 1.1922, 0.5121], [-5.5187, 0.3071, -1.0481], [-7.0223, 0.6191, -0.2129], [1.2548, 0.8774, -1.1938], [0.1787, -0.2670, -0.0886], [0.4591, 1.1390, -2.9255], [1.6096, 2.5460, -0.3224], [2.1960, 0.3826, -1.3616], [-5.7428, -3.1520, 1.3204], [-6.5506, -3.1453, 3.0702], [-7.0579, -3.1342, -0.0821], [-4.4710, -1.7295, 1.1352], [-5.1972, -4.0824, 1.2398], [3.0701, -2.9045, -3.0048], [4.1915, -4.4204, -3.3876], [1.4022, -3.4261, -2.2113], [4.0177, -1.6133, -1.9278], [2.8424, -2.4286, -3.9493], [7.4274, -1.5755, -3.6995], [8.3257, -3.2739, -3.5814], [8.4735, -0.1640, -2.9153], [6.9235, -1.1600, -5.5118], [6.5133, -1.6566, -3.1282], [-6.1268, 7.9285, 1.1187], [-4.6588, 6.7013, 1.3064], [-7.1656, 7.5656, -0.4580], [-7.2295, 7.9516, 2.7023], [-5.7107, 8.9189, 1.0099], [-1.8219, -5.1648, 0.0866], [-3.0140, -6.1928, 1.2058], [-2.5490, -4.9159, -1.6775], [-1.3724, -3.4847, 0.8988], [-0.9118, -5.7376, -0.0140], [11.8853, -3.4257, -6.1415], [10.6433, -2.0132, -6.5321], [12.8187, -3.1138, -4.4862], [11.0183, -5.1449, -6.1588], [12.6215, -3.4358, -6.9318], [-0.7072, 6.7353, 1.9830], [0.8782, 6.4769, 0.9316], [-1.7504, 5.1268, 2.1498], [-0.2826, 7.4761, 3.7129], [-1.3191, 7.4617, 1.4657], [1.3549, 5.9399, -3.2653], [2.6693, 4.5672, -3.5973], [-0.2490, 5.2305, -2.4805], [2.1013, 7.3786, -2.2156], [1.0873, 6.3575, -4.2246], [0.9905, -1.5827, -6.8355], [2.6261, -0.7975, -6.1784], [1.3344, -3.2448, -7.7470], [-0.3067, -1.7934, -5.4363], [0.5787, -0.8959, -7.5607], [-4.7708, -4.4390, 6.3088], [-5.9277, -5.7177, 7.1673], [-3.5220, -3.6601, 7.5492], [-3.8724, -5.1962, 4.7906], [-5.3952, -3.6365, 5.9403], [2.7767, 6.3756, 6.2494], [1.6665, 7.5064, 7.3432], [4.6414, 6.5798, 6.6871], [2.2208, 4.5374, 6.3445], [2.6480, 6.6967, 5.2250], [10.7417, -4.5188, -10.5284], [9.1783, -3.7991, -9.6749], [12.3509, -3.6524, -9.9116], [10.8484, -6.4292, -10.3210], [10.6590, -4.3135, -11.5855], [2.2151, -7.6956, 0.9063], [2.8066, -9.3690, 0.1591], [1.6778, -6.4555, -0.4635], [0.8144, -7.9486, 2.2029], [3.0575, -7.2571, 1.4213], [-0.1688, -1.1546, 8.2330], [0.4642, -2.9025, 7.7270], [-0.9130, -0.2118, 6.7311], [-1.4177, -1.2618, 9.6947], [0.6851, -0.5916, 8.5800], [-0.6970, -4.7705, 12.5202], [-1.6556, -5.8016, 13.8354], [-1.6240, -4.7300, 10.8369], [-0.3079, -2.9978, 13.1654], [0.2494, -5.2643, 12.3554]]}

=====

{"formula": "C21H33Cl2N7O5S2Y", "method": "wB97M-V/def2-TZVPD", "gap_ev": 7.160, "relative_energy_kj_mol": 79.2, "total_charge": 1, "e_homo_ev": -10.2, "species": ["Y", "C", "N", "C", "C", "O", "C", "O", "C", "C", "O", "N", "C", "C", "H", "H", "H", "H", "H", "H", "H", "H", "H", "H", "H", "H", "H", "H", "H", "H", "C", "S", "C", "S", "N", "N", "C", "C", "C", "C", "C", "C", "N", "H", "H", "H", "H", "H", "H", "H", "H", "C", "C", "N", "O", "C", "C", "N", "O", "H", "H", "H", "H", "H", "H", "H", "Cl", "C", "Cl", "H", "H"], "coordinates": [[0.3964, 0.2939, 0.3940], [3.0062, -1.7037, -3.4031], [1.7490, -2.3741, -3.0825], [1.4025, -3.5596, -3.8599], [0.9669, -1.9123, -2.1112], [1.2541, -0.9097, -1.4448], [-0.3026, -2.6902, -1.7982], [-1.0864, -2.0057, -0.8544], [-2.3340, -1.5177, -1.3066], [-2.2966, -0.0007, -1.3665], [-1.1980, 0.5816, -1.2725], [-3.4298, 0.6446, -1.6038], [-3.4408, 2.1000, -1.5874], [-4.7147, -0.0382, -1.4971], [3.8318, -2.4098, -3.3086], [2.9772, -1.3279, -4.4260], [3.1574, -0.8695, -2.7263], [2.1793, -3.7180, -4.6020], [1.3481, -4.4510, -3.2334], [0.4587, -3.4322, -4.3904], [-0.8625, -2.8841, -2.7156], [-0.0177, -3.6615, -1.3824], [-2.5679, -1.9002, -2.3063], [-3.1023, -1.8452, -0.6114], [-2.4599, 2.4688, -1.8680], [-4.1810, 2.4589, -2.2997], [-3.6911, 2.4654, -0.5887], [-4.7503, -0.9113, -2.1470], [-4.9066, -0.3348, -0.4642], [-5.4957, 0.6448, -1.8191], [5.9882, 0.3413, -0.7966], [4.8799, 1.3280, -1.8098], [3.3791, 1.3699, -0.8939], [3.2155, 0.4428, 0.5677], [2.5139, 2.1817, -1.4199], [1.3457, 2.2464, -0.6987], [0.6845, 3.3301, -0.7880], [-0.5045, 3.5067, 0.0537], [-1.2819, 4.6435, -0.0946], [-2.3517, 4.8233, 0.7728], [-2.5995, 3.8565, 1.7293], [-1.7911, 2.7273, 1.7751], [-0.7560, 2.5442, 0.9586], [6.9399, 0.3629, -1.3273], [5.6513, -0.6885, -0.7050], [6.1225, 0.7733, 0.1911], [1.0378, 4.1470, -1.4124], [-1.0390, 5.3734, -0.8541], [-2.9744, 5.7054, 0.7047], [-3.4125, 3.9581, 2.4339], [-1.9849, 1.9400, 2.4899], [0.3786, -0.8006, 4.9755], [0.0219, -0.3265, 3.6075], [0.8683, 0.2856, 2.8560], [2.0890, 0.4792, 3.4788], [-1.3202, -0.5674, 3.0490], [-2.4694, -0.9862, 3.9081], [-1.4525, -0.3045, 1.7821], [-2.6098, -0.3376, 1.1986], [1.0815, -1.6325, 4.8815], [-0.4930, -1.1368, 5.5268], [0.8925, -0.0182, 5.5315], [2.6392, 0.8903, 2.7928], [-2.5681, -0.3505, 4.7900], [-2.3505, -2.0134, 4.2601], [-3.3811, -0.9260, 3.3196], [1.0626, -2.6840, 1.2925], [2.8429, -2.9252, 1.2510], [3.5788, -2.5324, 2.7905], [3.2299, -2.2552, 0.4899], [3.0068, -3.9718, 1.0248]]}

=====

{"formula": "C21H33KNO3P3Se5", "method": "wB97M-V/def2-TZVPD", "gap_ev": 4.730, "total_charge": -2, "e_homo_ev": -1.0, "species": ["K", "C", "C", "C", "C", "C", "C", "C", "H", "H", "H", "H", "H", "H", "H", "H", "Se", "Se", "Se", "Se", "C", "P", "C", "C", "C", "C", "C", "C", "C", "P", "C", "C", "H", "H", "H", "H", "H", "H", "H", "H", "H", "H", "H", "H", "H", "H", "H", "H", "C", "O", "P", "O", "C", "O", "C", "H", "H", "H", "H", "H", "H", "H", "H", "H", "Se", "C", "N"], "coordinates": [[-0.1140, -0.5653, 0.9112], [-0.8847, 4.3721, -1.5082], [-1.6017, 3.1231, -1.0635], [-2.3987, 3.1142, 0.0771], [-3.0463, 1.9533, 0.4879], [-2.9132, 0.7832, -0.2467], [-2.1094, 0.7810, -1.3827], [-1.4539, 1.9372, -1.7834], [0.1977, 4.2568, -1.4240], [-1.1857, 5.2343, -0.9111], [-1.0926, 4.5894, -2.5573], [-2.5025, 4.0239, 0.6592], [-3.6517, 1.9640, 1.3869], [-3.4069, -0.1389, 0.0385], [-2.0203, -0.1430, -1.9443], [-0.7963, 1.9157, -2.6440], [-3.4865, -2.7312, -1.5259], [-2.0358, -3.7865, -0.0248], [-2.3645, -2.6342, 2.0463], [-0.2798, -3.1311, 3.0436], [4.4901, -0.3273, 1.7909], [3.1104, -1.1536, 0.9000], [3.3749, -2.8793, 1.4637], [3.7270, -1.2237, -0.8289], [4.9183, -0.5982, -1.2045], [5.3316, -0.5718, -2.5263], [4.5723, -1.2062, -3.4966], [3.3905, -1.8308, -3.1364], [2.9368, -1.8299, -1.8191], [1.2656, -2.4747, -1.3801], [1.4664, -4.2667, -1.7287], [0.2774, -1.9657, -2.8338], [4.5554, 0.7213, 1.4961], [5.4609, -0.8094, 1.6523], [4.2271, -0.3539, 2.8502], [4.3515, -3.2662, 1.1634], [2.5759, -3.5078, 1.0701], [3.2821, -2.9026, 2.5510], [5.5201, -0.0853, -0.4665], [6.2253, -0.0262, -2.7999], [4.8768, -1.1756, -4.5357], [2.7827, -2.2896, -3.9072], [1.8440, -4.4385, -2.7397], [0.4891, -4.7370, -1.6133], [2.1509, -4.7158, -1.0078], [0.6125, -2.4344, -3.7621], [0.3472, -0.8806, -2.9364], [-0.7631, -2.2522, -2.6482], [2.3693, 3.3714, 4.3629], [1.0462, 3.3970, 3.8292], [0.6672, 2.4778, 2.5355], [1.1321, 0.9857, 3.0433], [0.3441, 0.4016, 4.0926], [1.9624, 2.7892, 1.6252], [1.9659, 2.3477, 0.2527], [2.3187, 3.7999, 5.3631], [3.0418, 3.9616, 3.7404], [2.7503, 2.3502, 4.4197], [0.5186, -0.6722, 4.0809], [-0.7262, 0.5626, 3.9215], [0.6156, 0.8401, 5.0558], [2.4938, 3.0859, -0.3460], [0.9503, 2.2300, -0.1317], [2.4852, 1.3932, 0.1697], [4.1646, 3.2143, -3.1102], [2.7253, 2.1229, -2.9254], [1.7852, 1.4519, -2.7857]]}

=====

DFT total energy, respectively: -125055.07590, -3334.50244, -14731.85411 a.u..